No. 1
{"formula": "C32H23Cl2F6N6O4S4Tl", "method": "ωB97M-V with the def2-TZVPD basis set", "symbols": ["Tl", "Cl", "Cl", "S", "S", "S", "S", "F", "F", "F", "F", "F", "F", "O", "O", "O", "O", "N", "N", "N", "N", "N", "N", "C", "C", "C", "C", "C", "C", "C", "C", "C", "C", "C", "C", "C", "C", "C", "C", "C", "C", "C", "C", "C", "C", "C", "C", "C", "C", "C", "C", "C", "C", "C", "C", "H", "H", "H", "H", "H", "H", "H", "H", "H", "H", "H", "H", "H", "H", "H", "H", "H", "H", "H", "H", "H", "H", "H"], "coordinates": [[-0.427, -0.492, 0.104], [0.661, -5.617, -1.678], [2.183, -1.658, 1.766], [-3.200, 2.909, 1.814], [1.042, -2.484, -1.158], [-4.451, 1.064, 0.082], [-0.884, 0.959, -4.933], [-5.024, -1.464, 0.214], [-1.950, 3.508, -0.452], [-3.623, 4.780, 0.080], [-1.736, 4.966, 1.127], [-5.684, -0.320, 1.922], [-3.592, -0.816, 1.705], [-3.192, 0.990, -0.589], [-3.370, 3.641, 3.013], [-1.960, 1.884, 1.896], [-5.665, 1.260, -0.630], [-0.383, 0.411, -2.504], [-4.392, 2.135, 1.317], [-2.394, -2.222, -1.153], [6.284, 4.590, 5.276], [1.739, 1.005, -0.785], [2.904, 2.081, -2.354], [4.739, 1.695, 1.283], [1.304, -5.040, -0.164], [2.953, 1.404, -0.253], [0.220, 2.710, 2.855], [-2.646, -4.053, -3.993], [3.411, 2.662, 4.759], [1.445, -3.656, 0.059], [2.177, 2.283, 4.268], [-2.567, 4.123, 0.535], [1.758, 1.410, -2.023], [5.255, 4.276, 4.877], [3.964, 3.880, 4.371], [0.670, 1.153, -2.964], [4.963, 2.605, -0.962], [-4.480, -4.638, -2.366], [3.698, 2.090, -1.220], [-0.812, 2.317, 2.400], [1.948, -3.337, 1.328], [5.467, 2.397, 0.308], [-3.702, -3.496, -3.031], [-1.266, 0.232, -3.431], [2.149, -5.624, 2.004], [-4.699, -0.492, 1.053], [3.482, 1.195, 1.020], [2.056, 4.328, 2.990], [2.293, -4.276, 2.284], [0.572, 1.545, -4.262], [3.286, 4.714, 3.487], [-4.661, -2.545, -3.755], [1.650, -6.002, 0.767], [-2.998, -2.748, -1.973], [1.495, 3.113, 3.380], [-2.180, -0.320, -3.275], [-2.052, -3.251, -4.432], [6.452, 2.771, 0.554], [-1.967, -4.728, -3.475], [2.673, -3.943, 3.240], [2.422, -6.369, 2.738], [3.143, 2.457, -3.254], [1.263, 2.123, -4.851], [1.527, 4.960, 2.290], [-3.808, -5.293, -1.812], [-5.357, -2.079, -3.057], [5.532, 3.130, -1.717], [2.922, 0.639, 1.760], [-3.146, -4.596, -4.795], [1.521, -7.045, 0.517], [-5.233, -3.110, -4.492], [-4.982, -5.223, -3.138], [3.730, 5.653, 3.188], [-4.119, -1.756, -4.278], [-5.231, -4.250, -1.678], [1.739, 1.337, 4.557], [3.951, 2.021, 5.442], [5.184, 1.536, 2.257]], "atomic_forces_ev_per_a": [[0.2047, -0.2344, 0.2287], [0.0145, 0.0337, -0.0016], [-0.0056, -0.3325, 0.0192], [-0.2210, -0.0285, 0.1287], [0.0435, 0.1132, -0.2002], [0.0072, 0.1148, -0.0457], [-0.0137, -0.0047, -0.0125], [-0.0176, 0.0085, -0.0739], [-0.0130, -0.0359, 0.0194], [0.0435, -0.0535, 0.0056], [-0.0393, -0.0196, 0.0134], [-0.0958, 0.0365, 0.0511], [0.0315, 0.0505, 0.0100], [-0.1891, -0.1172, -0.0744], [0.0821, 0.0081, -0.0194], [-0.0865, 0.0184, 0.0165], [0.0305, 0.0322, 0.0313], [-0.2112, -0.1306, 0.0301], [0.1792, -0.0145, -0.1097], [-0.1874, 0.2246, 0.0448], [0.1003, 0.0301, 0.0362], [0.1494, 0.1259, -0.0729], [-0.0116, -0.0382, 0.1353], [-0.0065, 0.0523, -0.0263], [-0.0067, -0.0350, 0.0084], [0.0225, 0.0176, 0.0643], [0.1008, -0.1299, -0.0406], [0.0247, -0.0028, -0.0140], [-0.0206, -0.0130, 0.0046], [-0.1556, -0.0308, -0.0849], [0.0422, 0.0003, -0.0137], [0.0198, 0.1077, -0.0447], [-0.0264, 0.0611, -0.1155], [-0.1756, -0.0629, -0.0711], [0.1070, 0.0059, 0.0246], [0.1945, 0.0526, 0.0986], [-0.0163, -0.0266, 0.0226], [-0.0060, 0.0256, 0.0001], [0.0006, -0.0091, -0.0520], [-0.0313, 0.0875, 0.0216], [0.0476, 0.0154, 0.1710], [-0.0126, -0.0258, -0.0011], [0.0136, 0.0403, 0.0971], [-0.0546, 0.0296, -0.0097], [-0.0120, 0.0234, -0.0598], [0.0997, -0.0609, 0.0425], [-0.0197, 0.1215, 0.0269], [0.0276, -0.0076, -0.0224], [-0.0104, 0.0019, 0.0039], [-0.0174, -0.0064, -0.0724], [0.0098, 0.0068, -0.0203], [-0.0169, 0.0032, -0.0187], [0.0122, 0.0020, 0.0480], [0.0883, -0.2549, -0.1348], [-0.1081, 0.0210, -0.0312], [-0.0180, -0.0061, 0.0123], [-0.0019, 0.0107, -0.0027], [0.0161, 0.0103, 0.0047], [0.0131, 0.0040, 0.0103], [0.0143, 0.0060, 0.0076], [-0.0052, -0.0090, 0.0090], [-0.0118, -0.0377, 0.0197], [0.0275, 0.0249, -0.0098], [-0.0155, 0.0188, 0.0033], [0.0108, -0.0095, -0.0047], [-0.0160, -0.0091, 0.0036], [0.0200, 0.0205, -0.0054], [0.0851, 0.2204, -0.0305], [-0.0112, -0.0161, -0.0111], [-0.0068, -0.0118, -0.0037], [-0.0015, 0.0092, -0.0141], [-0.0092, -0.0099, -0.0037], [-0.0022, 0.0020, -0.0051], [0.0146, -0.0058, 0.0056], [-0.0090, -0.0024, 0.0013], [-0.0133, -0.0169, 0.0174], [0.0003, -0.0033, 0.0079], [0.0110, 0.0142, 0.0267]], "e_above_lowest_kcal_mol": 40.0}



No. 2
{"formula": "C4H4N2O2", "method": "ωB97M-V with the def2-TZVPD basis set", "symbols": ["O", "O", "N", "N", "C", "C", "C", "C", "H", "H", "H", "H"], "coordinates": [[-0.145, -2.847, -0.450], [-3.174, 0.216, -0.178], [1.097, -0.902, -0.315], [-2.055, 0.440, 0.083], [0.120, -1.742, -0.792], [0.321, 1.219, 0.681], [1.393, 0.189, 0.237], [-1.022, 0.882, 0.337], [0.540, 2.334, 0.318], [0.453, 1.268, 1.750], [2.490, 0.420, 0.305], [-0.019, -1.477, -1.977]], "atomic_forces_ev_per_a": [[-0.7918, -0.5558, 1.5016], [-2.3270, -1.1313, -0.6134], [0.6886, 0.1265, 1.0605], [1.5058, 1.4467, 0.4396], [1.3962, 0.9982, -4.4111], [2.0524, 1.9785, -0.3819], [-0.7685, -0.1750, -1.3051], [-0.0051, -0.6373, -0.0588], [-0.1044, -2.4534, 0.5217], [-0.2138, 0.2081, 0.6666], [-1.1435, 0.1497, 0.1950], [-0.2888, 0.0451, 2.3853]], "smiles": "O=C/N=C\\CC#[N+][O-]", "e_above_lowest_kcal_mol": 120.4}



| no. | E_tot (a.u.) | orbital gap (Ha) | E_LUMO (eV) |
| --- | --- | --- | --- |
| 1 | -5147.4395 | 0.23193 | -0.35 |
| 2 | -414.6544 | 0.37555 | 0.39 |